Entry from the Open Molecules 2025 dataset: C32H28BrF4MnN2O2P2S as an isolated structure in a non-equilibrium geometry (ωB97M-V with the def2-TZVPD basis set).

```
73
Properties=species:S:1:pos:R:3:forces:R:3
H 0.289304 1.671104 2.932431 -0.08 0.04 0.16
C 2.284119 -2.109627 1.461160 -0.10 0.33 -0.34
H 5.438130 -2.910163 0.544480 0.13 0.02 -0.06
C 3.464328 0.474802 3.153486 -0.10 -0.12 -0.09
C 3.942868 -4.312340 1.161597 -0.05 0.05 0.02
C 1.667268 2.900356 0.208195 -0.23 -0.25 0.21
C 0.681618 1.922766 -3.694703 0.02 0.00 0.08
F 1.815612 -1.383950 4.617343 -0.24 -0.17 0.25
H 2.356198 2.503209 0.953395 -0.03 0.01 -0.01
H -0.949442 4.297479 -5.455054 0.10 0.10 -0.03
H 3.504365 0.784756 -0.695872 0.05 -0.04 0.05
F -3.407597 -2.265036 3.510563 -0.08 -0.04 0.14
C 1.314089 1.584812 3.279458 0.02 -0.32 -0.25
H 4.796596 -2.623331 -2.296088 0.15 -0.05 -0.07
H 1.203387 0.989820 -3.843139 0.12 -0.09 -0.05
H 4.374657 -4.446030 -4.007378 0.06 -0.11 -0.03
H -0.404819 4.015498 -1.234024 0.07 0.08 0.10
C -0.317168 -1.993604 5.373036 -0.15 0.06 -0.19
C 2.632377 -4.484067 1.587543 0.02 -0.07 -0.07
C 3.133810 2.353904 4.638372 -0.01 -0.20 -0.19
C 1.570068 -2.554413 -2.298344 0.71 0.08 0.23
C 1.798722 -3.390231 1.731125 -0.02 0.12 0.05
C 0.064178 -1.311684 3.052068 -0.35 0.04 -0.31
H 2.265916 -5.470476 1.827309 -0.04 -0.09 0.00
C -2.143902 -2.024961 3.806610 0.20 0.12 -0.32
C 3.565880 -3.931605 -3.517030 -0.24 0.15 0.10
H 3.520874 3.029586 5.387986 0.03 0.01 0.01
C -1.885410 1.456160 -0.405453 -1.22 1.24 0.03
H 0.303091 -3.771394 -3.368715 0.12 0.02 0.00
C 2.904277 1.050732 -1.563399 -0.31 -0.31 0.11
F 0.169431 -2.196743 6.576915 -0.08 0.03 -0.15
H 0.782702 -3.536251 2.070485 -0.02 -0.03 0.07
H 4.977574 1.292612 4.424083 0.08 -0.03 -0.05
C 3.583000 -1.943919 0.976972 -0.20 -0.03 0.08
H 3.371946 1.888799 -2.081630 -0.09 0.09 0.04
H 2.844782 0.192053 -2.226965 0.00 0.03 0.03
O -1.108331 1.514844 0.603741 0.64 -0.04 0.76
C -0.719825 4.296520 -3.323343 0.01 -0.04 0.03
C -1.282295 -1.589704 2.805025 0.22 0.03 0.44
C 1.808487 2.456886 4.228302 0.06 0.11 0.00
C 0.500147 2.437794 -2.408644 0.02 -0.47 0.40
P 1.223264 -0.666160 1.763523 0.73 -0.92 1.76
C 0.191133 2.612703 -4.788242 -0.05 -0.06 0.06
H 0.778239 3.275434 0.713915 0.06 -0.01 -0.03
C 0.525363 -1.554390 4.348790 -0.01 0.02 -0.15
P 1.263693 1.596131 -0.992882 1.40 1.88 -1.13
H -3.976793 1.669488 -0.153068 0.05 -0.11 0.04
C 2.127681 0.561008 2.761966 -0.32 0.53 -0.46
S 0.231379 -1.760920 -1.582785 -0.99 -0.19 -0.39
C 3.796055 -2.912671 -2.585078 0.07 -0.51 -0.53
Br -1.971566 -1.456288 1.036606 -0.38 -0.41 0.35
H 4.592399 -5.169070 1.061811 0.07 -0.05 0.05
H 4.105790 -0.318681 2.801321 0.01 -0.01 0.01
C -0.226691 3.616313 -2.222257 0.00 0.03 0.01
H -3.060145 3.151629 0.107681 0.03 0.03 0.02
O -1.506099 0.663570 -1.303931 -0.32 -0.97 -0.91
H 3.939736 -0.964925 0.695531 0.12 0.08 0.05
C -3.126539 2.257641 -0.506490 0.09 0.01 -0.03
C 3.955143 1.374995 4.086567 -0.06 0.15 0.16
N 2.818965 -2.235098 -2.013261 -0.50 0.21 0.16
H 0.352538 2.229310 -5.784039 -0.01 -0.04 -0.07
N 1.280501 -3.552718 -3.181743 -0.29 0.39 0.37
H -1.252711 5.226474 -3.189602 -0.07 0.02 0.04
C -1.674947 -2.209322 5.112522 0.35 0.13 -0.26
H 1.168976 3.216110 4.653689 -0.05 0.05 -0.01
H -3.309400 2.502596 -1.550260 -0.01 0.02 -0.04
C 2.252534 -4.234168 -3.802659 0.80 -0.11 -0.12
Mn -0.154340 -0.039051 -0.114253 0.16 -0.30 0.16
F -2.490492 -2.588714 6.064688 0.16 0.02 -0.19
C -0.519869 3.791002 -4.602062 -0.08 -0.06 0.01
H 2.154771 3.715070 -0.331030 -0.03 -0.08 -0.12
H 1.966945 -4.998650 -4.513376 -0.13 0.02 0.05
C 4.415368 -3.042587 0.861265 0.03 -0.03 -0.06
```
Forces are in eV/Å.

ΔE to the lowest compared entry with this formula, charge and spin	265.0	kJ/mol
frontier orbital gap (spin up / spin down)	5.64 / 6.94	eV
<S²>	4.173
total charge	+3
multiplicity	4
highest occupied orbital energy (spin up / spin down)	-16.8770 / -16.9015	eV


Entry from the Open Molecules 2025 dataset: C32H28MgN5OS as an isolated structure in a non-equilibrium geometry (ωB97M-V with the def2-TZVPD basis set).

```
68
Properties=species:S:1:pos:R:3:forces:R:3
C -0.846274 -1.732832 4.343264 -0.93 0.13 0.63
C -0.528984 -0.386453 4.200447 0.20 -0.04 0.65
C 0.493345 3.011468 2.874290 0.94 0.07 -0.48
C -1.802915 2.263059 2.889194 -0.24 0.78 -1.24
C 2.996360 1.967204 -1.474058 -0.31 0.41 1.39
C 1.191015 -4.009990 -3.561488 0.59 1.17 0.40
Mg -0.960266 -1.043256 -0.282707 0.71 0.10 -0.19
H 2.711734 -3.869607 -6.469573 0.25 -0.13 1.03
C -1.168243 -4.721739 -2.246543 1.43 -0.14 0.78
C -1.945466 2.741969 -1.682939 -0.17 -0.99 0.45
C -1.621733 -1.294131 6.631387 0.36 -0.56 -0.41
H 3.096922 -0.204967 -1.292149 -0.21 0.69 0.05
N -1.150358 1.614258 -1.554316 -3.66 0.41 -0.23
C 0.984994 -1.719699 -2.484771 2.18 -1.16 -2.32
H 3.884292 -4.580456 -5.277122 -0.40 -0.03 -0.35
H 2.285522 -5.325310 -5.634142 0.18 -0.02 0.34
H 3.672033 -2.100331 -4.631739 0.90 0.92 -0.72
C -3.165663 0.989173 -1.047591 -0.44 1.24 -1.26
H -3.251274 3.906969 2.736939 0.61 -0.35 0.53
N -0.523392 -3.574282 -1.937385 -1.69 0.31 1.00
H 2.276115 5.188524 -0.849070 -0.58 0.25 0.88
C -1.482428 -2.159218 5.511213 -0.24 0.24 1.31
C 2.088269 -1.358147 -3.391868 -0.56 0.01 1.42
H -1.662288 5.646712 3.352532 0.41 -0.22 -0.25
C -0.625949 0.431324 5.324100 0.78 0.96 -0.36
H -1.084881 0.698200 7.395775 -0.07 -0.81 -0.70
C -1.079779 -0.021627 6.546091 -0.55 0.51 0.47
S 0.182303 0.225727 2.663049 -1.46 -0.47 -1.04
C 2.477824 0.700151 -1.380009 -2.03 -0.40 -0.86
H -0.281495 1.463691 5.287871 -0.11 -0.17 -0.19
C 0.209203 1.597288 -1.679781 3.65 0.10 0.19
H -2.541407 1.456743 2.806079 0.23 0.41 0.05
C -2.195416 3.630250 2.906307 -0.27 -0.91 0.47
C -1.986917 -3.893810 -0.375072 -1.04 -1.23 0.15
C -0.442691 1.978662 2.760573 -0.21 -0.38 0.58
C 0.107930 4.349152 3.089611 -0.45 -0.81 0.11
H -1.877093 -3.181621 5.624366 0.42 0.54 -0.33
H -0.709235 -2.446986 3.572867 0.13 -0.36 -0.81
C 2.691653 4.506088 -1.549912 2.20 0.64 -1.60
N -1.098281 -2.991430 -0.788297 0.33 -1.83 -1.41
H 1.572041 2.791313 2.749153 -0.76 0.08 0.15
C -1.269965 4.645087 3.161045 0.52 -0.29 -0.56
H 4.056234 2.092161 -1.356950 0.40 0.12 0.05
H -4.004073 0.328218 -0.877387 0.21 -0.05 0.29
H 3.805249 4.511927 -1.389578 -1.01 -0.06 -0.02
H 0.970801 -5.079497 -3.533870 -0.23 0.55 -0.27
O -0.607552 -0.653508 1.586824 0.88 1.78 1.76
H -4.136021 2.917906 -1.420208 -0.34 0.62 -0.04
C -3.232623 2.364349 -1.403600 0.20 -1.27 0.51
C 2.238282 -3.577846 -4.349683 -0.11 0.45 0.35
H 2.463235 -0.342639 -3.373298 -0.11 -0.21 0.01
N -1.940832 0.534266 -1.193192 1.09 0.73 0.29
C 1.035168 0.457607 -1.563011 1.55 1.00 0.23
H 0.908810 5.092146 3.163274 -0.57 -0.15 0.13
H 0.215608 3.677764 -2.255442 0.57 -0.33 0.85
H 2.566738 5.015088 -2.537571 -0.06 -0.52 0.52
C 0.575333 -3.086154 -2.652501 0.84 1.33 -0.08
H -2.542193 -5.951078 -1.139566 -0.58 -0.39 0.10
C 0.831932 2.866082 -1.823567 -0.19 0.56 0.16
C 2.763313 -2.267919 -4.130647 -1.78 -1.79 -0.43
H -2.081692 -1.603211 7.581231 0.20 -0.13 -0.68
C -2.020861 -5.036431 -1.250509 -0.73 1.79 1.76
H -2.628936 -3.710198 0.530514 0.93 -0.15 -1.12
C 2.814732 -4.380550 -5.473449 0.35 -0.32 -0.67
H -1.572637 3.742302 -1.866071 -0.05 -0.53 -0.12
C 2.169125 3.123523 -1.538877 -0.85 -1.66 -1.37
H -0.781631 -5.401303 -2.974198 -0.21 0.20 -0.52
N 0.515338 -0.820140 -1.594303 -1.02 -0.26 0.59
```
Forces are in eV/Å.

ΔE to the lowest compared entry with this formula, charge and spin	0.0	kJ/mol
frontier orbital gap	6.17	eV
total charge	+1
highest occupied orbital energy	-8.8148	eV


Among the records above, which one has the lowest ΔE to the lowest compared entry with this formula, charge and spin?
C32H28MgN5OS